Formula: C41H58BF3N2O9S3Si
Source: the Open Molecules 2025 dataset
Level of theory: ωB97M-V/def2-TZVPD

Positions of all 118 atoms, in Å:
C1 2.678 3.046 -0.395
C2 1.358 2.413 0.073
C3 1.382 0.884 0.080
C4 1.323 0.314 -1.333
C5 1.463 -1.202 -1.322
C6 1.624 -1.891 -2.699
B1 3.164 -1.581 -3.158
O1 3.470 -1.393 -4.472
O2 4.172 -1.448 -2.204
C7 0.855 -1.141 -3.815
O3 1.070 -0.026 -4.213
N1 -0.159 -1.919 -4.311
C8 -0.413 -3.120 -3.553
C9 -1.698 -2.652 -2.702
F1 -1.286 -1.623 -1.931
F2 -2.491 -2.076 -3.675
C10 -2.636 -3.577 -1.929
C11 -3.209 -2.946 -0.640
Si1 -4.647 -1.733 -0.798
C12 -4.390 -0.345 -2.023
C13 -4.832 -0.956 0.901
C14 -6.222 -2.680 -1.193
C15 -6.370 -3.359 -2.412
C16 -7.535 -4.049 -2.724
C17 -8.591 -4.072 -1.817
C18 -8.463 -3.416 -0.597
C19 -7.292 -2.727 -0.293
S1 -1.009 -4.436 -4.687
O4 -0.712 -4.062 -6.026
O5 -2.317 -4.846 -4.322
F3 -0.068 -5.605 -4.278
C20 1.058 -3.357 -2.898
C21 0.953 -4.420 -1.722
C22 1.203 -4.138 -0.242
C23 0.113 -4.245 0.615
C24 0.210 -4.030 1.984
C25 1.443 -3.711 2.534
C26 2.552 -3.657 1.703
C27 2.459 -3.876 0.329
C28 3.739 -3.871 -0.453
C29 2.031 -3.959 -3.974
C30 2.005 -3.648 -5.335
C31 2.945 -4.196 -6.204
N2 3.918 -5.022 -5.835
C32 3.951 -5.331 -4.540
C33 3.053 -4.844 -3.598
H1 2.527 3.625 -1.305
H2 3.379 2.256 -0.671
H3 3.124 3.676 0.366
H4 0.561 2.702 -0.617
H5 1.063 2.800 1.044
H6 0.486 0.544 0.606
H7 2.265 0.523 0.613
H8 2.057 0.809 -1.975
H9 0.352 0.582 -1.753
H10 0.617 -1.592 -0.774
H11 2.316 -1.456 -0.697
H12 4.137 -0.711 -4.597
H13 4.349 -0.525 -1.996
H14 -0.470 -1.820 -5.263
H15 -3.474 -3.770 -2.589
H16 -2.220 -4.558 -1.730
H17 -3.622 -3.790 -0.076
H18 -2.425 -2.538 -0.011
H19 -4.573 -0.693 -3.039
H20 -3.392 0.082 -1.973
H21 -5.127 0.432 -1.820
H22 -5.428 -0.045 0.848
H23 -3.846 -0.655 1.263
H24 -5.253 -1.630 1.644
H25 -5.568 -3.350 -3.141
H26 -7.631 -4.565 -3.669
H27 -9.505 -4.596 -2.055
H28 -9.267 -3.434 0.126
H29 -7.233 -2.231 0.667
H30 1.524 -5.306 -1.971
H31 -0.065 -4.792 -1.743
H32 -0.840 -4.528 0.213
H33 -0.672 -4.117 2.605
H34 1.525 -3.545 3.598
H35 3.522 -3.444 2.133
H36 3.618 -3.643 -1.499
H37 4.210 -4.856 -0.379
H38 4.445 -3.168 -0.019
H39 1.289 -2.971 -5.756
H40 2.896 -3.938 -7.254
H41 4.733 -6.012 -4.226
H42 3.170 -5.189 -2.586
O6 2.228 6.088 4.105
S2 2.209 6.227 2.669
O7 1.727 5.151 1.843
C34 1.365 7.749 2.250
C35 2.470 8.799 2.241
C36 3.663 8.149 1.524
C37 3.842 6.745 2.116
H43 0.583 7.929 2.984
H44 0.928 7.614 1.262
H45 2.145 9.711 1.742
H46 2.747 9.057 3.265
H47 3.451 8.075 0.456
H48 4.572 8.737 1.638
H49 4.201 6.020 1.390
H50 4.491 6.747 2.989
O8 -1.027 4.009 8.456
S3 -1.145 5.350 7.940
O9 -2.438 5.893 7.609
C38 -0.284 6.465 9.049
C39 1.145 6.491 8.515
C40 1.023 6.578 6.987
C41 -0.019 5.543 6.550
H51 -0.377 6.089 10.065
H52 -0.763 7.440 8.965
H53 1.708 7.328 8.926
H54 1.660 5.570 8.794
H55 0.688 7.580 6.707
H56 1.970 6.399 6.489
H57 -0.596 5.859 5.685
H58 0.430 4.572 6.354

The max |F| is 1.3 eV/A. The SMILES is CCCCC[C@]1(B(O)O)C(=O)N[C@@](C(F)(F)CC[Si](C)(C)c2ccccc2)(S(=O)(=O)F)[C@@]1(Cc1ccccc1C)c1ccncc1.O=S1(=O)CCCC1.O=S1(=O)CCCC1. The calculation puts the HOMO energy at -9.05 eV. Its spin multiplicity is 1.